(1)
A molecular structure, C38H56BKN8OS, computed with ωB97M-V with the def2-TZVPD basis set.

Geometry (Å):
K: -0.593 0.265 0.116
C: 4.407 -3.820 -1.478
C: 2.977 -3.427 -1.291
C: 1.860 -4.217 -1.458
C: 0.776 -3.372 -1.156
N: 1.206 -2.162 -0.828
N: 2.559 -2.197 -0.915
B: 3.491 -1.002 -0.610
N: 3.457 -0.604 0.883
N: 2.314 -0.352 1.567
C: 2.651 -0.251 2.842
C: 4.040 -0.430 3.003
C: 4.512 -0.654 1.730
C: 5.925 -0.907 1.313
C: 1.639 -0.016 3.936
C: 1.641 -1.216 4.892
C: 0.247 0.150 3.348
C: 2.022 1.248 4.716
N: 3.286 0.168 -1.600
N: 2.107 0.810 -1.784
C: 2.289 1.656 -2.787
C: 3.611 1.573 -3.266
C: 4.211 0.612 -2.482
C: 5.618 0.113 -2.574
C: 1.170 2.531 -3.299
C: 0.693 3.454 -2.177
C: 1.665 3.383 -4.470
C: 0.009 1.654 -3.777
C: -0.693 -3.730 -1.121
C: -0.910 -5.095 -1.778
C: -1.513 -2.684 -1.882
C: -1.163 -3.803 0.337
H: 4.448 -4.864 -1.794
H: 4.980 -3.720 -0.554
H: 4.904 -3.213 -2.236
H: 1.845 -5.252 -1.756
H: 4.604 -1.394 -0.810
H: 4.621 -0.404 3.911
H: 6.562 -0.896 2.198
H: 6.287 -0.141 0.625
H: 6.041 -1.870 0.815
H: 1.428 -2.135 4.345
H: 0.868 -1.092 5.655
H: 2.610 -1.323 5.387
H: -0.080 -0.746 2.822
H: 0.237 0.992 2.655
H: -0.488 0.333 4.135
H: 3.023 1.159 5.144
H: 1.313 1.419 5.531
H: 2.014 2.123 4.063
H: 4.071 2.127 -4.068
H: 6.132 0.657 -3.369
H: 5.661 -0.952 -2.805
H: 6.170 0.264 -1.645
H: 1.504 4.119 -1.860
H: 0.356 2.869 -1.323
H: -0.158 4.056 -2.507
H: 2.510 4.011 -4.176
H: 0.858 4.036 -4.812
H: 1.977 2.759 -5.312
H: -0.424 1.103 -2.944
H: 0.354 0.945 -4.536
H: -0.789 2.272 -4.199
H: -0.535 -5.106 -2.804
H: -1.978 -5.326 -1.796
H: -0.406 -5.887 -1.218
H: -1.155 -2.579 -2.909
H: -1.439 -1.712 -1.402
H: -2.568 -2.968 -1.898
H: -0.515 -4.467 0.915
H: -2.186 -4.186 0.394
H: -1.143 -2.823 0.815
O: -3.070 -0.830 1.041
N: -3.694 -1.942 1.267
C: -4.488 -2.410 0.272
C: -5.182 -3.590 0.355
C: -5.068 -4.335 1.531
C: -4.283 -3.850 2.545
C: -3.570 -2.629 2.467
S: -2.608 -2.037 3.729
H: -4.494 -1.756 -0.588
H: -5.788 -3.909 -0.481
H: -5.587 -5.280 1.644
H: -4.168 -4.395 3.472
C: -2.071 2.621 2.124
N: -1.009 3.093 1.253
C: 0.046 3.732 2.011
C: -1.555 4.041 0.285
C: -2.500 3.467 -0.760
C: -3.471 4.352 -1.239
C: -4.339 3.974 -2.254
C: -4.229 2.687 -2.767
C: -3.263 1.823 -2.254
C: -2.341 2.150 -1.240
H: -2.552 3.464 2.657
H: -1.692 1.922 2.866
H: -2.828 2.109 1.530
H: -0.301 4.659 2.510
H: 0.876 3.989 1.349
H: 0.418 3.058 2.783
H: -0.704 4.514 -0.216
H: -2.073 4.852 0.837
H: -3.554 5.351 -0.812
H: -5.092 4.662 -2.626
H: -4.900 2.356 -3.557
H: -3.232 0.821 -2.690

Results
- Charge: -2
- Energy relative to the best compared isomer or geometry (same formula, charge and spin): 7.5 kcal/mol

Mulliken atomic charge list, values in e, 99 entries:
1 K 0.479
2 C -1.405
3 C 0.608
4 C -0.924
5 C -0.765
6 N 0.564
7 N 0.233
8 B -1.024
9 N 0.582
10 N 0.216
11 C -0.265
12 C -1.182
13 C 0.591
14 C -1.295
15 C 2.664
16 C -1.943
17 C -0.412
18 C -1.962
19 N 0.470
20 N 0.278
21 C -0.653
22 C -1.081
23 C 0.703
24 C -1.349
25 C 3.047
26 C -1.321
27 C -2.489
28 C -1.431
29 C 2.947
30 C -2.526
31 C -1.555
32 C -1.139
33 H 0.371
34 H 0.162
35 H 0.137
36 H 0.453
37 H -0.302
38 H 0.459
39 H 0.358
40 H 0.120
41 H 0.177
42 H 0.394
43 H 0.436
44 H 0.377
45 H -0.194
46 H -0.823
47 H 0.756
48 H 0.387
49 H 0.445
50 H 0.370
51 H 0.502
52 H 0.363
53 H 0.138
54 H 0.121
55 H 0.370
56 H -0.047
57 H 0.501
58 H 0.434
59 H 0.421
60 H 0.447
61 H -0.026
62 H 0.454
63 H 0.451
64 H 0.462
65 H 0.475
66 H 0.394
67 H 0.442
68 H 0.086
69 H 0.363
70 H 0.409
71 H 0.277
72 H -0.051
73 O -0.543
74 N 0.416
75 C -0.275
76 C -0.809
77 C -0.186
78 C -0.696
79 C 0.018
80 S -0.431
81 H 0.533
82 H 0.367
83 H 0.322
84 H 0.371
85 C -0.891
86 N 1.387
87 C -1.261
88 C -2.314
89 C 0.267
90 C -0.634
91 C -0.637
92 C -0.689
93 C -0.674
94 C 0.920
95 H 0.285
96 H 0.158
97 H 0.298
98 H 0.380
99 H 0.141


(2)
A molecular structure, C38H58F3IN14P, computed with ωB97M-V with the def2-TZVPD basis set.

Geometry (Å):
C: -2.463 -1.461 2.211
C: -1.040 -1.651 1.716
P: -0.497 -0.359 0.363
C: 1.104 -1.045 -0.421
C: -0.302 1.304 1.282
C: -0.411 2.640 0.339
C: -1.895 3.335 0.283
F: -2.030 4.593 -0.542
C: -3.130 2.858 0.961
F: -4.360 2.580 0.135
F: -3.285 2.669 2.444
C: -1.870 -0.390 -0.966
I: -2.327 -2.547 -1.306
C: -1.368 0.190 -2.449
C: -2.574 1.227 -2.939
H: -2.867 -0.338 2.187
H: -3.166 -2.339 2.539
H: -0.342 -2.516 2.105
H: 2.086 -0.707 0.119
H: 1.086 -2.238 -0.393
H: 1.130 -0.779 -1.585
H: -1.109 1.339 2.155
H: 0.772 1.310 1.791
H: 0.317 3.449 0.828
H: 0.033 2.449 -0.748
H: -2.879 0.088 -0.617
H: -0.321 0.703 -2.352
H: -1.300 -0.690 -3.238
H: -2.500 2.164 -2.221
H: -3.589 0.647 -2.700
H: -2.516 1.502 -4.080
C: -2.575 3.704 5.553
C: -1.403 3.125 6.329
N: -0.431 2.645 6.972
H: -2.832 4.691 5.948
H: -2.311 3.801 4.496
H: -3.444 3.046 5.644
C: 5.075 -3.304 -0.023
C: 4.033 -2.707 0.909
N: 3.168 -2.212 1.682
H: 6.076 -2.990 0.287
H: 5.020 -4.395 0.005
H: 4.897 -2.965 -1.047
C: -6.129 3.283 -3.015
C: -5.847 2.728 -4.402
N: -5.613 2.268 -5.553
H: -6.140 4.376 -3.046
H: -7.100 2.926 -2.661
H: -5.353 2.954 -2.318
C: -6.565 4.066 3.579
C: -5.896 4.423 4.897
N: -5.342 4.719 5.990
H: -7.232 3.211 3.719
H: -7.147 4.916 3.214
H: -5.806 3.807 2.835
C: -1.984 -0.431 7.942
C: -2.008 -1.385 6.759
N: -2.027 -2.176 5.777
H: -2.673 -0.780 8.717
H: -0.975 -0.380 8.360
H: -2.288 0.569 7.621
C: 0.048 2.882 10.716
C: -0.209 1.392 10.562
N: -0.423 0.156 10.434
H: -0.353 3.421 9.853
H: -0.437 3.252 11.623
H: 1.123 3.070 10.784
C: 4.295 2.411 2.149
C: 4.271 1.457 0.965
N: 4.252 0.666 -0.016
H: 3.606 2.062 2.923
H: 5.304 2.462 2.566
H: 3.991 3.411 1.827
C: 1.010 -3.523 -4.411
C: -0.063 -3.269 -3.365
N: -0.954 -3.059 -2.497
H: 1.904 -2.939 -4.177
H: 1.272 -4.585 -4.426
H: 0.643 -3.233 -5.400
C: 3.339 -7.742 -0.527
C: 4.855 -7.784 -0.425
N: 6.113 -7.819 -0.341
H: 2.894 -8.231 0.344
H: 2.997 -6.705 -0.567
H: 3.011 -8.261 -1.432
C: 5.148 7.030 3.061
C: 4.202 5.842 3.127
N: 3.418 4.856 3.181
H: 6.169 6.684 2.879
H: 4.849 7.700 2.251
H: 5.122 7.580 4.006
C: 1.183 3.390 -4.068
C: 1.441 1.935 -3.711
N: 1.655 0.728 -3.415
H: 0.166 3.505 -4.452
H: 1.302 4.018 -3.180
H: 1.893 3.717 -4.833
C: 3.772 -7.023 -6.194
C: 3.122 -6.435 -4.951
N: 2.582 -5.948 -3.921
H: 3.577 -8.097 -6.244
H: 3.364 -6.545 -7.089
H: 4.852 -6.858 -6.162
C: 7.873 -8.392 -5.744
C: 6.525 -8.767 -5.152
N: 5.406 -9.079 -4.661
H: 7.805 -7.420 -6.241
H: 8.625 -8.334 -4.952
H: 8.183 -9.144 -6.474
C: -7.179 2.713 -9.560
C: -6.788 2.602 -8.096
N: -6.463 2.510 -6.881
H: -7.880 1.915 -9.820
H: -7.655 3.679 -9.747
H: -6.291 2.626 -10.191

Results
- Charge: +1

Mulliken atomic charge list, values in e, 99 entries:
1 C -0.674
2 C -0.318
3 P 0.991
4 C -0.351
5 C -0.480
6 C -0.055
7 C 0.361
8 F -0.335
9 C 0.252
10 F -0.219
11 F -0.153
12 C -1.115
13 I 0.372
14 C 0.941
15 C -0.796
16 H 0.065
17 H 0.294
18 H 0.332
19 H -0.021
20 H 0.330
21 H -0.013
22 H 0.310
23 H 0.264
24 H 0.407
25 H -0.095
26 H 0.592
27 H -1.064
28 H 0.238
29 H -0.007
30 H 0.249
31 H 0.347
32 C -0.547
33 C 0.259
34 N -0.517
35 H 0.393
36 H 0.154
37 H 0.255
38 C -0.722
39 C 0.497
40 N -0.507
41 H 0.302
42 H 0.225
43 H 0.240
44 C -0.422
45 C 0.217
46 N -0.406
47 H 0.272
48 H 0.279
49 H -0.111
50 C -0.422
51 C 0.451
52 N -0.517
53 H 0.275
54 H 0.307
55 H -0.069
56 C -0.457
57 C 0.312
58 N -0.480
59 H 0.311
60 H 0.209
61 H 0.093
62 C -0.647
63 C 0.451
64 N -0.544
65 H 0.179
66 H 0.293
67 H 0.255
68 C -0.708
69 C 0.434
70 N -0.528
71 H 0.279
72 H 0.383
73 H 0.188
74 C -0.921
75 C 0.851
76 N -0.634
77 H 0.288
78 H 0.217
79 H 0.343
80 C -0.620
81 C 0.349
82 N -0.463
83 H 0.299
84 H 0.201
85 H 0.237
86 C -0.735
87 C 0.471
88 N -0.549
89 H 0.267
90 H 0.268
91 H 0.277
92 C -0.859
93 C 0.620
94 N -0.558
95 H 0.264
96 H 0.281
97 H 0.351
98 C -0.696
99 C 0.556


Number 1: F_max 0.37 eV/Å, LUMO level 4.07 eV. Number 2: F_max 15.85 eV/Å, LUMO level -3.50 eV.